ORCA calculation (the ωB97M-V functional and the def2-TZVPD basis) on C5H4O2S in the gas phase in a non-equilibrium geometry.

Cartesian coordinates (Å):
C -1.5552 0.0492 -0.3583
H 3.0894 0.9597 -0.0515
C 0.3199 -1.1894 0.9342
O -0.5873 1.9317 -1.2728
H -2.0476 0.3604 0.5610
H -0.4605 -1.8521 1.4212
C 0.9426 0.4888 -0.4240
S 2.0137 -1.0974 1.1355
O -1.5586 1.0167 -1.3518
C 2.1377 0.3200 0.1464
C -0.1457 -0.3100 0.0181
H -2.1485 -0.6775 -0.7581

Output
F_max = 3.1 eV/A
2S+1 = 1
Total charge = 0
Highest occupied orbital energy (alpha / beta) = -9.36 / -8.74 eV
E = -741.3291 a.u.
Orbital gap (alpha / beta) = 8.852 / 7.951 eV
Energy above the lowest of the compared OMol25 structures with the same formula, charge and spin = 161.6 kcal/mol

---

ORCA calculation (the ωB97M-V functional and the def2-TZVPD basis) on C5H4O3 in the gas phase in a non-equilibrium geometry.

Cartesian coordinates (Å):
C 0.9696 -0.5689 1.3045
O 0.6298 -1.5933 0.4823
H -0.3519 -1.7859 -2.3441
C -0.4070 0.4554 -0.2912
H 1.9965 0.7421 2.8079
O -1.3160 -0.6434 -0.5133
C -1.0446 1.6152 -0.3415
H -0.4858 2.5363 -0.2288
C 1.6830 -0.0130 2.1214
H -2.1151 1.6840 -0.4956
O 0.4292 -1.4587 -1.8694
C 0.0124 -0.9697 -0.6322

Output
F_max = 3.5 eV/A
2S+1 = 1
Total charge = 0
Highest occupied orbital energy = -9.35 eV
E = -418.4240 a.u.
SMILES = C#CO[C@@]1(O)OC1=C
Orbital gap = 9.881 eV
Energy above the lowest of the compared OMol25 structures with the same formula, charge and spin = 149.2 kcal/mol

---

ORCA calculation (the ωB97M-V functional and the def2-TZVPD basis) on a molecular structure, C5H4O3 in a non-equilibrium geometry.

Cartesian coordinates (Å):
C -0.0382 1.6989 0.0241
H 1.8622 -1.9998 -0.6990
C -1.1287 -0.3336 -0.1404
C 0.2178 -0.5635 -0.0202
C 1.5911 -1.2229 0.1200
C 0.9244 0.6541 -0.1202
H 1.9570 -1.6672 1.1699
O 2.2243 0.0742 -0.0607
H 0.2601 2.8227 -0.1039
O -1.2754 1.0787 0.1124
O -2.3464 -0.9841 0.1012
H -2.2990 -1.9043 -0.7698

Output
F_max = 6.6 eV/A
2S+1 = 1
Total charge = 0
Highest occupied orbital energy = -8.20 eV
E = -418.4300 a.u.
Orbital gap = 8.085 eV
Energy above the lowest of the compared OMol25 structures with the same formula, charge and spin = 145.5 kcal/mol

---

ORCA calculation (the ωB97M-V functional and the def2-TZVPD basis) on C5H4O3S in the gas phase in a non-equilibrium geometry.

Cartesian coordinates (Å):
H -1.7192 1.6080 0.8742
C -0.9746 0.9500 0.5352
O 1.6787 -1.2101 -0.5936
O 1.6694 0.1319 1.4974
C -0.2210 1.7779 -0.4673
C 0.4504 -1.7304 -0.2414
S 2.0928 0.2947 0.1470
H -0.4631 0.5137 1.2801
C -1.3643 0.0106 -0.5831
C -0.6509 -1.0972 -0.6131
O 0.9883 1.4238 -0.7741
H -2.0783 0.0995 -1.3594
H 0.5918 -2.7724 0.2981

Output
F_max = 4.0 eV/A
2S+1 = 1
Total charge = 0
Highest occupied orbital energy = -8.33 eV
E = -816.5852 a.u.
Orbital gap = 7.601 eV
Energy above the lowest of the compared OMol25 structures with the same formula, charge and spin = 76.0 kcal/mol

---

ORCA calculation (the ωB97M-V functional and the def2-TZVPD basis) on C5H4S in the gas phase in a non-equilibrium geometry.

Cartesian coordinates (Å):
C 0.1269 0.2303 1.2615
H 0.3325 2.9693 -1.4509
C 0.8864 1.0561 -0.0859
H -0.0214 -0.7443 -1.0153
C -0.4417 -1.0460 1.1715
C 0.6557 1.4006 1.2634
C -0.4079 -1.2548 -0.1068
H 1.6972 0.3367 -0.3602
S 0.0790 1.6430 -1.5561
H -0.8246 -1.6538 1.9156

Output
F_max = 3.0 eV/A
2S+1 = 1
Total charge = 0
Highest occupied orbital energy (alpha / beta) = -9.01 / -7.98 eV
E = -590.8030 a.u.
Orbital gap (alpha / beta) = 8.419 / 7.502 eV
Energy above the lowest of the compared OMol25 structures with the same formula, charge and spin = 155.9 kcal/mol

---

ORCA calculation (the ωB97M-V functional and the def2-TZVPD basis) on 24 unconnected molecules or ions with the total composition C5H57FNO30P4 in a non-equilibrium geometry.

Cartesian coordinates (Å):
H -1.7077 3.3566 1.0153
H -3.6038 5.2339 4.6270
H 2.1843 4.3813 3.7764
O 5.2077 1.9179 -2.9285
H 0.5189 3.5085 -0.1633
H 6.8258 -0.1509 2.0302
H 5.0876 1.0470 -0.5347
H -4.6173 -4.1157 0.7951
H -5.0587 -7.1923 0.1610
F -2.4704 1.0151 -3.4095
H 0.8414 -2.6115 1.6464
C -2.2203 1.2927 0.3580
O 5.1356 5.9692 2.6407
O -1.3943 -3.5016 -8.3393
H -4.8493 -0.3609 1.7614
H -1.1336 -3.0369 -7.5305
H -1.2062 -5.8076 0.6297
H -1.1827 -2.8790 -9.0459
O 4.5661 1.8905 -0.4044
H -0.4953 3.2596 -1.6821
C -1.1141 0.7668 -3.6999
O 7.1774 -0.0396 -4.2487
C -1.4036 2.4855 0.2982
O 2.3563 4.4332 2.8274
H 2.7296 3.5681 2.6091
H -0.5181 -5.7046 -8.7289
H 0.5653 -0.4588 -3.5738
P 0.8622 1.2099 -1.0578
O -2.1784 -1.6193 6.2011
H 4.6230 5.1655 2.4960
H -5.0166 -7.3657 1.6759
H -0.3687 -7.2121 -8.8870
H -1.8843 -2.6283 4.1461
H -3.7773 -2.2590 -4.9420
H -1.9701 -2.7833 2.6326
H 3.3746 1.4774 1.9798
H -1.4382 -2.0855 6.6100
H -0.4350 -1.8530 -5.2241
H -4.0464 -5.1935 -1.5129
O -4.1003 -6.0127 -1.0047
H 3.6019 4.6080 -1.4724
H 0.3524 -2.8320 -6.0858
H -2.7803 6.1271 1.6654
H -5.2520 -0.5554 8.1242
O -4.5963 -1.2639 8.1165
N -0.3957 -0.3968 -3.1697
H -4.2765 -1.1484 0.5899
H 4.4705 6.6712 2.6517
C -0.1754 2.7420 -0.6900
H 4.8805 -1.8474 -0.1759
H 4.3373 -1.0413 0.9968
H 2.8456 9.1317 2.6952
H -3.0748 1.1088 -0.4052
H 7.9473 0.4664 -3.9622
O -0.5510 -2.5798 -5.8484
H -1.2584 6.1350 1.6419
C -0.1852 -0.2770 -1.7039
O 2.4449 1.7224 1.7269
O 0.1457 -6.4085 -8.7427
O 5.9225 0.0954 2.2636
O -2.0203 5.6082 1.3703
H 0.0951 -3.8078 2.2187
O -4.9867 2.8147 -0.5504
P 2.2238 1.7216 -2.6879
H 6.5099 -0.5966 5.1636
O -4.2822 -3.2634 0.4873
H 1.6003 2.8593 -3.3394
H 2.3902 8.3134 1.4960
H -3.0525 4.4409 3.4507
H -2.0908 0.4577 1.1448
P 1.8919 0.4423 0.7413
O -1.7273 -5.0217 0.8409
H -5.1164 -2.0620 7.9603
H -1.3829 -4.3462 0.2418
H -5.3661 3.0065 -1.4172
O -1.3945 -2.9715 3.3847
O 0.7282 -0.4095 1.6901
H -3.4289 -3.4782 0.0902
H 7.7215 -0.0078 4.4564
O 0.8378 -3.5759 1.6414
O -0.6822 -1.1189 -0.9079
O 2.9200 8.2537 2.3002
O 4.2587 4.1741 -2.0661
O -4.6765 -0.2957 0.8141
H 0.4367 0.2687 2.3569
H -3.4433 -5.8974 -0.3024
H -2.9913 -3.2376 -5.8033
H -2.4656 -0.9954 6.8809
O -5.2506 -7.8314 0.8639
P 4.1346 2.4570 -1.9447
O -3.4349 5.2972 3.6784
O 4.5085 -0.9838 0.0478
H 6.4258 0.4981 -3.9662
O -0.5467 1.5831 -4.4766
H 6.0339 0.8208 2.8929
O -3.8936 -2.9856 -5.5659
O 6.8762 0.2404 4.8513
H -5.4834 2.0441 -0.2427

Output
F_max = 6.8 eV/A
2S+1 = 1
Total charge = +1
Highest occupied orbital energy = -10.84 eV
E = -4001.5166 a.u.
Orbital gap = 5.434 eV

---

ORCA calculation (the ωB97M-V functional and the def2-TZVPD basis) on 2 unconnected molecules or ions with the total composition C5H5BFO5 in a non-equilibrium geometry.

Cartesian coordinates (Å):
H -1.1454 0.9137 -3.0088
O 1.0747 4.1542 0.1825
C -0.2433 0.3392 1.6465
H 0.4793 3.5470 0.5824
O 1.1284 -0.5571 -2.2495
O -0.2265 1.6735 1.7031
C 0.1282 -0.5209 0.3008
B 0.0587 -0.1676 -1.3035
O -0.5247 -0.6929 2.6589
H -1.5193 1.5506 -1.2015
C 0.4660 -1.7906 2.4607
O 1.0966 -2.4923 3.4150
F 1.0945 -2.9992 0.0199
H -2.1777 -0.1706 -1.7682
H 1.0019 -1.5564 -2.3862
C 0.5950 -1.8432 0.8176
C -1.2867 0.6126 -1.8696

Output
F_max = 9.7 eV/A
2S+1 = 1
Total charge = -1
Highest occupied orbital energy = -2.40 eV
E = -694.2711 a.u.
Orbital gap = 3.035 eV

---

ORCA calculation (the ωB97M-V functional and the def2-TZVPD basis) on a molecular structure, C5H5Br2N4O in a non-equilibrium geometry.

Cartesian coordinates (Å):
H 0.1324 -0.9476 -2.2122
Br 3.3399 -1.0581 -0.5620
N 0.6271 1.5088 -1.0645
O -2.2684 2.2685 0.5940
H -1.0398 -0.0415 1.5693
H -1.2023 -1.8668 0.9638
H -0.1279 -2.2118 -0.8996
N -0.5775 1.0846 -0.4974
C 2.6906 -1.8459 1.0249
C -1.2290 2.1963 -0.0276
H -2.4852 -0.5341 0.8378
N -0.4167 3.2525 -0.2941
N 0.6352 2.7834 -0.8420
Br 4.1556 -2.2642 2.1728
C -1.4028 -0.7962 0.8762
C -0.7060 -0.3427 -0.3881
C -0.1250 -1.1851 -1.2515

Output
F_max = 3.4 eV/A
2S+1 = 1
Total charge = -1
Highest occupied orbital energy = -3.73 eV
E = -5635.6994 a.u.
Orbital gap = 4.754 eV
Energy above the lowest of the compared OMol25 structures with the same formula, charge and spin = 12.3 kcal/mol

---

ORCA calculation (the ωB97M-V functional and the def2-TZVPD basis) on C5H5Br2NO in the gas phase in a non-equilibrium geometry.

Cartesian coordinates (Å):
C 1.5212 -0.0675 0.6453
H -0.2511 -1.5264 -2.2084
H 1.0750 0.4682 2.8200
O -0.9409 -0.9380 -1.9568
C 0.8371 -0.3478 -0.5114
C -0.5889 -0.3996 -0.8095
C 0.7339 0.3626 1.7753
N -0.3136 0.9931 1.8144
C -1.1988 0.9036 -0.5362
H 1.4669 -0.5458 -1.3424
H -0.5838 1.7509 -0.6272
Br -2.9876 1.1501 -0.3716
Br -1.3050 -1.7715 0.7296
H 2.5357 -0.0320 0.5789

Output
F_max = 5.3 eV/A
2S+1 = 1
Total charge = 0
Highest occupied orbital energy (alpha / beta) = -8.41 / -9.27 eV
E = -5471.3693 a.u.
Orbital gap (alpha / beta) = 7.937 / 8.446 eV
Energy above the lowest of the compared OMol25 structures with the same formula, charge and spin = 79.1 kcal/mol

---

ORCA calculation (the ωB97M-V functional and the def2-TZVPD basis) on C5H5BrClN in the gas phase in a non-equilibrium geometry.

Cartesian coordinates (Å):
H 1.0638 -0.0529 1.8157
C -0.6757 0.1975 -0.9503
C -1.0189 0.4068 1.4422
C -1.7504 0.4940 -0.2078
H 1.4638 -1.6075 -1.1395
H -0.6072 0.1472 -2.0230
C 0.2461 0.0930 1.1329
H 2.4257 -0.6473 0.0024
N 0.4639 -0.0203 -0.2133
Br -1.9348 0.7140 3.0105
C 1.6587 -0.5971 -0.7703
Cl -3.3590 0.8611 -0.4995
H 2.0240 0.0115 -1.6002

Output
F_max = 5.8 eV/A
2S+1 = 1
Total charge = 0
Highest occupied orbital energy = -8.13 eV
E = -3282.4225 a.u.
SMILES = Cn1cc(Cl)c(Br)c1
Orbital gap = 8.960 eV
Energy above the lowest of the compared OMol25 structures with the same formula, charge and spin = 0.0 kcal/mol

---

ORCA calculation (the ωB97M-V functional and the def2-TZVPD basis) on C5H5BrN2 in the gas phase in a non-equilibrium geometry.

Cartesian coordinates (Å):
H 0.6057 -0.4247 2.5794
H 1.4187 -0.2898 0.1650
C -0.3227 -0.2792 2.0696
H -1.7908 0.0572 -1.7547
H 0.6074 -0.0509 -2.4160
C 0.9168 0.6187 -0.2413
N -1.5250 0.4282 0.1401
C 0.2585 0.1556 -1.4538
N -0.9929 0.2133 -1.0720
C -0.4638 0.2600 0.9296
Br 0.7655 3.5126 -0.4391
H -0.9500 -1.0995 2.2282
C 1.2855 1.8883 0.3496

Output
F_max = 5.8 eV/A
2S+1 = 1
Total charge = 0
Highest occupied orbital energy = -8.00 eV
E = -2876.7621 a.u.
Orbital gap = 7.674 eV
Energy above the lowest of the compared OMol25 structures with the same formula, charge and spin = 153.5 kcal/mol

---

ORCA calculation (the ωB97M-V functional and the def2-TZVPD basis) on C5H5BrN2 in the gas phase in a non-equilibrium geometry.

Cartesian coordinates (Å):
H 1.5638 0.4098 -1.0670
C 0.2974 -0.8641 0.0775
H 0.2643 -1.1703 1.1607
N -1.2643 1.3257 -2.2361
C -1.0246 0.9118 1.0657
C 1.6063 -0.0103 -0.0366
H 1.3706 0.7309 0.7539
C -0.9195 -0.0482 -0.0869
C -1.0285 0.6596 -1.3388
H 0.1964 -1.7876 -0.5233
H 2.5777 -0.4991 0.1663
Br -2.8231 -1.1491 0.0318
N -0.8165 1.4909 2.0327

Output
F_max = 3.4 eV/A
2S+1 = 1
Total charge = 0
Highest occupied orbital energy = -11.29 eV
E = -2876.9844 a.u.
SMILES = CCC(Br)(C#N)C#N
Orbital gap = 9.643 eV
Energy above the lowest of the compared OMol25 structures with the same formula, charge and spin = 14.0 kcal/mol